1.
Entry from OMol25: C70H58NO5P4Ti as an isolated structure (ωB97M-V/def2-TZVPD).

Last column: Löwdin charge in e.
Element x y z (Å)
Ti 0.166 -0.993 0.520  0.779
H -1.646 -3.031 3.662  0.110
H -0.958 -2.423 1.429  0.001
C 1.350 -0.216 -2.445  -0.151
H -4.050 -3.084 4.252  0.116
H -5.073 -1.857 0.285  0.106
C -1.824 1.201 3.553  -0.323
C -6.090 5.288 -0.012  -0.078
H -1.553 5.236 4.198  0.115
C 0.282 3.131 1.085  -0.191
C -2.398 -2.768 2.927  -0.061
H -6.944 5.946 -0.123  0.107
C -3.220 -4.458 -1.832  -0.093
H 3.227 -5.297 2.021  0.110
C 0.838 0.929 6.766  -0.059
H 3.288 -5.069 6.280  0.116
C 2.976 -4.691 -0.581  -0.078
H 1.007 1.712 7.498  0.115
H -3.231 -0.815 -2.935  0.061
H 3.758 -6.112 -1.988  0.111
C -4.148 -5.399 -2.264  -0.075
C -4.840 5.682 -0.489  -0.073
H -2.775 5.151 -0.718  0.111
C 5.652 -1.356 1.921  -0.064
H -2.905 -0.032 2.194  0.043
H 1.658 1.761 -1.607  0.131
H -5.352 2.010 5.020  0.110
H -5.746 -2.473 2.558  0.116
O 2.193 -1.268 -6.956  0.086
C -2.967 -2.059 0.654  -0.353
O 2.687 0.698 -6.246  0.081
H 1.893 -3.105 6.220  0.091
C 1.225 4.268 1.571  -0.176
C 1.855 -4.254 0.115  -0.362
C -4.372 1.776 4.618  -0.067
C 0.818 1.229 5.412  -0.085
O 0.697 0.528 -0.245  -0.287
H 4.146 -2.303 3.113  0.105
C -4.236 0.884 3.569  -0.086
O 0.761 -2.050 3.910  -0.049
C 2.117 -3.589 5.290  -0.002
H 6.348 -1.280 2.749  0.111
H 0.474 2.807 0.073  0.109
H 6.993 -0.457 0.504  0.111
P -2.294 -1.948 -1.080  1.117
C 2.893 -4.838 2.943  -0.065
H -6.722 -3.315 -2.974  0.108
H -3.882 0.780 -0.822  0.066
C -5.410 -4.990 -2.671  -0.077
C 3.864 -1.568 -0.186  -0.095
C 1.809 -0.817 -4.722  -0.134
C -2.172 2.050 -1.339  -0.321
C -1.195 3.456 1.272  -0.303
C 0.640 -4.922 -0.058  -0.094
C -3.888 3.593 0.270  -0.380
C -6.239 4.056 0.605  -0.077
H 5.388 -0.652 -1.382  0.115
C -3.742 -2.796 3.254  -0.057
P -2.475 2.436 0.434  1.102
C 3.251 2.004 1.288  -0.065
H -4.721 6.649 -0.968  0.108
H -5.108 0.403 3.144  0.101
H -6.135 -5.720 -3.014  0.108
C 5.115 -1.004 -0.392  -0.065
H 1.599 -7.285 -2.285  0.110
H -3.885 -6.451 -2.287  0.106
C 2.879 -5.780 -1.446  -0.062
C 2.095 -3.701 2.883  -0.281
H 0.221 -2.380 6.537  0.118
H -1.169 1.670 -1.474  0.040
H 4.099 1.338 1.179  0.094
C -1.986 2.076 4.635  -0.102
H 0.954 2.254 5.095  0.087
H 0.715 -3.521 -3.003  0.124
H 1.418 -2.837 -5.315  0.124
H 0.752 5.242 1.587  0.142
C -3.236 2.372 5.149  -0.065
C 0.868 2.215 2.244  -0.378
C -4.810 -2.699 -2.220  -0.113
C 0.984 -1.567 -2.199  -0.329
H -1.649 -0.224 -2.566  0.057
H -3.867 1.312 -2.476  0.110
H 2.291 0.502 2.290  0.075
H -5.083 -1.647 -2.219  0.105
P 1.849 -2.852 1.290  1.116
C -4.311 -2.091 1.017  -0.074
H 4.345 3.542 0.199  0.104
C 0.276 4.312 3.864  -0.076
H 0.411 -0.598 8.219  0.117
C -2.025 -2.406 1.644  -0.178
C 1.402 -2.130 -4.497  0.018
C 1.269 0.765 -1.429  -0.118
H 2.780 5.304 0.393  0.112
H 2.112 1.142 -3.955  0.134
C 3.498 -2.058 1.072  -0.329
H -1.140 2.560 5.088  0.077
H 2.227 3.510 3.451  0.142
H -2.227 -4.774 -1.523  0.082
H 3.925 -6.248 4.194  0.114
C 0.438 -1.370 6.222  -0.024
C -2.978 0.616 3.039  -0.152
C -4.693 -2.451 2.301  -0.064
C 0.539 -0.361 7.168  -0.049
C -3.544 -3.101 -1.796  -0.375
C 1.796 0.129 -3.734  0.060
C -2.630 -0.408 -2.130  -0.301
C 6.014 -0.898 0.663  -0.077
H 3.197 -1.675 -1.026  0.094
C 3.415 3.351 0.728  -0.075
C 0.608 -1.075 4.876  -0.249
N 2.267 -0.430 -6.083  -0.350
C 2.538 4.346 0.847  -0.031
C -1.676 4.147 2.319  -0.105
C 2.183 1.514 1.912  -0.123
C -3.223 0.944 -1.678  -0.274
C 1.670 -6.438 -1.612  -0.071
C 0.596 0.254 4.439  -0.243
C -5.139 3.212 0.748  -0.095
P -0.172 0.732 2.806  1.180
C -5.738 -3.639 -2.652  -0.071
H 0.679 4.722 4.786  0.117
C 0.548 -6.010 -0.910  -0.074
H -0.241 -4.582 0.477  0.099
C 1.249 3.575 2.982  -0.171
C 2.938 -4.709 5.320  -0.053
H -5.252 2.251 1.242  0.087
C 1.002 -2.499 -3.229  0.024
H -2.289 2.920 -1.983  0.081
H -7.210 3.751 0.981  0.106
C 1.642 -3.112 4.072  -0.232
H -2.751 4.302 2.349  0.102
C 4.403 -1.937 2.126  -0.067
H -0.398 -6.528 -1.030  0.105
C -3.748 4.839 -0.350  -0.093
C 3.300 -5.363 4.158  -0.063
O 0.654 -1.932 -0.957  -0.338
H 3.929 -4.193 -0.457  0.108
C -0.967 4.630 3.512  -0.091
H -3.321 3.078 5.969  0.112

<S²>: 2.039
Kohn-Sham gap (spin up / spin down): 6.410 / 6.634 eV
net charge: +1
multiplicity: 3
LUMO energy (spin up / spin down): -2.620 / -3.011 eV



2.
Entry from OMol25: a 11-piece molecular cluster, C70H60NO23 overall (ωB97M-V/def2-TZVPD).

Last column: Löwdin charge in e.
Element x y z (Å)
C -2.700 0.438 -2.440  -0.202
C -4.283 -1.199 -1.212  -0.188
H -1.484 -1.252 8.456  0.125
H -0.784 -5.735 1.210  0.122
C 6.236 -1.177 -1.657  0.026
C -11.810 -0.806 -4.150  0.013
C 2.249 6.702 -5.590  -0.371
C -0.437 4.459 10.563  0.022
H 2.331 3.889 -6.359  0.100
C -0.068 4.982 9.224  -0.385
H -0.245 -3.567 -1.285  0.078
H -3.806 -2.700 -2.700  0.096
H -0.050 -0.728 10.420  0.123
H -0.013 -2.003 -4.506  0.113
C 1.981 0.270 0.830  0.030
C -0.275 -2.439 -3.534  -0.221
H 2.323 -0.487 -8.605  0.114
C -5.796 -3.554 -3.900  -0.730
C -1.858 -4.292 2.458  -0.361
C 3.182 -2.392 -7.942  -0.356
O 3.385 1.729 -7.334  0.086
H 4.290 -4.871 -10.076  0.121
H -5.127 -1.014 -0.531  0.099
C -0.982 3.254 10.707  0.024
C 3.758 -3.673 -8.413  0.025
C 7.060 3.087 8.520  -0.387
H 1.578 8.417 -6.775  0.123
O 0.573 1.770 -2.850  0.101
C -10.511 -1.074 -4.022  0.040
H 5.125 6.675 -3.673  0.124
H 0.524 -4.814 -2.271  0.088
O -1.740 1.284 9.665  0.087
C 6.862 -1.724 1.081  0.024
C -4.604 -2.505 -1.976  -0.169
C -0.432 -1.022 8.358  0.014
O -13.671 0.410 -3.372  0.084
C 5.449 -0.571 -0.556  -0.360
C 7.650 -2.329 -0.018  -0.390
H -12.427 -1.280 -4.902  0.118
H -6.174 -1.513 -3.146  0.100
C -2.038 -0.553 -3.449  -0.169
O -3.063 -7.559 4.586  0.100
C -11.663 0.829 -2.220  0.010
C 2.514 0.492 -5.530  0.029
H 3.491 9.880 -6.143  0.121
C 2.853 -1.687 -10.266  0.027
H 7.163 -1.983 2.088  0.122
O 3.234 -0.407 2.715  0.062
C 2.366 8.086 -6.111  0.024
C 2.155 2.996 -5.777  0.012
H -0.236 5.109 11.405  0.121
C -1.246 2.385 9.535  -0.378
C 3.873 -3.942 -9.711  0.021
O -6.105 -3.217 -5.073  -0.104
H -1.572 -0.014 -4.283  0.099
C 0.785 0.329 0.248  0.047
H 1.946 -0.710 5.808  0.110
O 3.077 -2.150 -6.756  0.087
C -10.365 0.563 -2.090  0.026
H -3.395 -1.374 -0.601  0.077
C -0.256 -0.837 2.241  0.020
H -0.930 -3.291 -3.763  0.132
O -1.498 -3.320 1.828  0.101
H -1.477 -1.848 -1.833  0.098
H 5.250 -0.456 1.622  0.099
H -0.055 4.510 7.084  0.126
C -4.157 0.063 -2.100  -0.190
C 4.454 8.389 -4.860  -0.388
C -2.705 -6.588 3.953  -0.388
H -1.146 -1.231 2.703  0.104
C 3.315 6.224 -4.676  0.027
H 1.079 -1.349 3.799  0.093
C 1.559 -0.707 6.820  0.036
H 2.872 0.663 0.357  0.089
H -1.517 -7.729 2.509  0.122
O -5.383 -4.675 -3.546  -0.082
H -2.774 -1.251 -3.860  0.108
O 2.473 -0.159 10.203  0.090
C 1.806 0.507 -4.401  0.046
C -0.978 -1.372 -2.683  -0.192
O 0.431 6.079 9.095  0.109
H 1.010 3.914 -4.253  0.114
C 2.738 -1.418 -8.968  0.035
H -9.747 1.036 -1.338  0.121
C 0.659 -3.802 -1.865  -0.123
H 1.490 -3.765 -1.155  0.084
C 0.120 -1.030 6.983  -0.375
H 2.951 -0.425 -5.935  0.085
C -12.486 0.165 -3.259  -0.397
H 4.075 -4.368 -7.646  0.123
H 1.625 -0.390 -3.818  0.112
C -0.878 2.907 8.198  0.028
O -0.579 -1.284 6.024  0.103
O 4.518 0.172 -0.792  0.091
H -2.126 0.404 -1.500  0.066
H 5.933 -0.918 -2.664  0.122
O 8.150 3.048 9.049  0.105
C 5.840 -0.906 0.834  0.031
C -1.428 -5.658 2.077  0.031
C 4.666 2.558 8.599  0.016
C -1.820 -6.723 2.771  0.022
C 1.219 1.763 -3.876  -0.360
C -2.744 -4.155 3.640  0.030
H 6.018 2.060 10.152  0.125
C -9.689 -0.410 -2.983  -0.366
H 3.215 5.213 -4.303  0.108
C -0.332 4.112 8.052  0.029
H -6.875 -2.813 -0.909  0.052
C 2.144 -0.348 2.169  -0.367
C -0.422 -0.218 0.907  -0.347
O 8.583 -3.072 0.208  0.099
C 5.862 2.512 9.181  0.027
H -3.048 -3.150 3.901  0.124
H -1.255 2.853 11.675  0.122
H 5.518 4.207 5.635  0.123
H -1.077 2.256 7.355  0.124
C 1.771 -0.423 9.246  -0.385
C 4.479 3.182 7.268  -0.386
C 3.430 -2.969 -10.740  -0.387
O 3.387 3.220 6.741  0.100
H -4.719 -0.024 -3.033  0.103
H -4.618 -3.362 -1.293  0.110
C 2.740 1.736 -6.302  -0.374
O -1.505 -0.171 0.366  0.108
H -7.926 -2.529 -2.183  0.028
O 5.384 9.103 -4.551  0.106
H -3.780 -5.144 5.199  0.120
C -3.135 -5.221 4.333  0.020
C 3.388 8.868 -5.773  0.020
C -5.932 -2.504 -2.743  -0.331
C 0.937 -0.898 2.826  0.019
H 2.536 -0.991 -11.032  0.123
O 3.537 -3.213 -11.922  0.104
H -2.585 1.458 -2.824  0.098
C 7.257 -1.993 -1.408  0.020
H 7.758 4.123 6.721  0.122
H 7.844 -2.445 -2.197  0.121
H -9.995 -1.781 -4.662  0.134
H 0.637 0.770 -0.730  0.096
N -7.051 -2.932 -1.895  0.055
C 6.873 3.711 7.187  0.021
H 3.779 2.146 9.066  0.108
O -8.509 -0.656 -2.873  0.108
O 0.923 -2.865 -2.883  -0.207
C 4.338 7.006 -4.338  0.027
C 5.676 3.756 6.607  0.022
H 3.374 -0.187 7.774  0.117
H -4.574 0.896 -1.517  0.099
C 1.448 3.007 -4.651  0.022
C 2.323 -0.426 7.871  0.020
C 0.335 -0.741 9.409  0.005
O 1.313 5.995 -5.905  0.099
H -12.176 1.535 -1.579  0.116
H -0.209 -0.703 -2.279  0.085

Kohn-Sham gap: 2.926 eV
net charge: -1
LUMO energy: -0.792 eV



3.
Entry from OMol25: C70H65BClN6O3P2RbS2Si as an isolated structure (ωB97M-V/def2-TZVPD).

Last column: Löwdin charge in e.
Element x y z (Å)
H -0.576 -3.913 0.451  0.080
C 0.007 4.820 0.631  -0.337
C 7.222 -3.718 -0.488  -0.058
C -0.504 0.570 8.121  -0.100
H -5.555 2.075 -2.357  0.104
H 1.707 -4.433 3.362  0.132
H 9.409 -3.141 2.023  0.094
N -3.989 -1.085 0.020  -0.089
C -0.419 5.457 -5.976  -0.123
H -0.249 5.839 -6.975  0.087
C 2.013 -2.285 1.019  -0.695
C 7.717 -1.912 1.544  -0.080
H 2.165 2.198 2.540  -0.021
O -1.337 1.102 -3.809  -0.177
H -0.065 8.499 -0.671  0.087
H 7.032 -4.420 -1.291  0.108
C 0.409 -5.232 1.827  -0.200
C 8.561 -3.000 1.367  -0.104
H 1.235 4.789 -3.107  0.116
Cl 0.775 -5.144 -6.530  0.603
C -0.164 -7.564 1.622  -0.109
H -1.542 -3.874 4.908  0.094
C -1.091 -1.817 4.535  -0.159
H 0.422 2.490 -5.900  0.120
C -2.226 4.146 2.586  -0.119
C 1.081 -0.668 -6.074  -0.219
N -2.499 -2.838 -1.198  -0.080
H 4.165 -3.970 1.955  0.138
C 6.630 -1.728 0.710  -0.027
H -0.651 -4.383 -3.387  0.080
H -6.036 -1.229 0.442  0.106
C 8.315 -3.902 0.346  -0.098
H -2.697 1.595 5.382  0.094
H -0.050 -8.587 1.956  0.090
C 0.555 1.384 8.484  -0.118
H -1.637 -0.269 6.516  0.098
N -1.300 -2.360 -0.879  -0.075
C 0.891 -3.407 -6.342  -0.674
O 1.257 0.671 -6.027  -0.026
C 3.436 -0.670 -6.935  -0.038
H -4.030 5.050 3.274  0.092
C -0.181 -2.701 -5.839  -0.110
H 2.909 -3.348 -7.053  0.102
C 0.384 7.202 0.989  -0.106
H 0.614 -2.666 -1.655  0.092
C -0.085 -1.324 -5.690  0.024
B -3.753 -2.590 -0.311  -0.430
H -5.299 5.630 0.016  0.093
C -3.447 4.854 -0.726  -0.084
C -1.483 2.206 3.724  -0.390
H -0.905 -0.779 -5.249  0.107
H 1.636 3.720 3.257  -0.008
C -2.570 2.322 4.587  -0.121
C 1.178 -4.104 2.457  -0.139
H -0.741 1.175 -6.230  0.124
H -1.574 -8.052 0.085  0.094
H 0.719 5.691 2.446  0.091
C -0.052 0.972 5.784  -0.356
H -3.042 1.808 0.846  0.092
C 1.745 3.176 2.321  -0.300
H 5.049 -1.422 -1.509  0.076
H 2.149 2.628 7.763  0.093
C -1.014 -7.263 0.572  -0.097
C 3.341 -4.321 1.312  -0.128
C -1.900 4.549 -4.311  -0.073
H -3.107 2.067 -2.597  0.089
C 1.022 1.778 6.162  -0.097
C -1.080 -3.781 -2.608  -0.086
H -1.825 -5.699 -0.665  0.094
P -0.350 0.793 3.977  1.094
C -0.412 5.122 -0.671  -0.395
C 0.628 5.374 -5.067  -0.103
H -3.615 -3.212 0.723  0.062
H -0.778 6.660 -2.128  0.100
H -2.117 4.882 1.799  0.072
H -1.104 0.087 8.883  0.093
C -1.680 5.035 -5.592  -0.100
H 4.232 -1.374 -7.175  0.071
H -3.288 -4.169 -2.614  0.110
H -4.344 3.400 5.116  0.087
H 3.762 -0.022 -6.125  0.086
C -4.979 0.690 0.893  -0.083
C 0.399 5.895 1.433  -0.121
H 8.970 -4.750 0.197  0.096
H -5.711 1.371 1.290  0.085
H 3.267 -0.026 -7.798  0.083
H 5.211 -3.108 -2.054  0.130
C -0.437 -2.910 -1.725  -0.250
N 3.942 -2.788 -0.444  -0.116
C 5.151 -2.458 -1.175  -0.147
H -6.669 3.863 -1.052  0.091
H -2.894 4.222 -4.036  0.096
H 1.625 5.682 -5.355  0.095
H 1.625 2.238 5.397  0.089
Rb -0.394 0.258 -1.447  0.642
C 2.184 -1.398 -6.559  -0.198
H 2.466 3.718 1.709  0.005
C -4.971 2.869 -1.912  -0.090
C 3.724 -4.188 -0.143  -0.114
C -3.117 -2.891 3.828  -0.092
C -0.038 7.479 -0.305  -0.110
H 0.489 -3.301 2.729  0.062
N 2.148 -3.549 1.530  -0.128
C 6.371 -2.634 -0.314  -0.206
C -0.867 4.477 -3.386  -0.359
C -2.816 3.860 -1.463  -0.352
H -1.084 -3.211 -5.540  0.098
H -3.069 0.342 2.843  0.080
Si 0.098 2.982 1.300  0.639
C 0.548 -6.547 2.248  -0.067
H 5.968 -0.884 0.847  0.088
C 0.138 1.468 -5.647  -0.082
H -2.860 5.637 -0.262  0.093
H 2.921 -4.589 -0.776  0.141
H 4.643 -4.735 -0.358  0.118
H -4.471 -1.654 2.713  0.092
S 3.370 -0.202 -0.180  0.736
S 0.726 -1.328 1.285  0.752
P -1.000 3.718 -1.710  1.079
H 0.788 1.544 9.528  0.088
C -1.158 -5.948 0.148  -0.050
C -3.594 2.858 -2.041  -0.118
C -4.826 4.855 -0.577  -0.094
C -0.805 0.369 6.785  -0.107
C -3.316 4.250 3.422  -0.100
C -0.451 -4.937 0.771  0.000
H 0.690 8.007 1.647  0.087
C 2.071 -2.769 -6.687  -0.086
C -5.161 -0.607 0.460  -0.147
C -3.535 -1.704 3.252  -0.071
C -3.622 0.921 0.657  -0.207
H 1.213 -6.778 3.074  0.101
H 3.125 -5.363 1.557  0.125
C -1.261 3.130 2.691  -0.312
O 0.763 1.733 -3.375  -0.152
C -2.741 -0.569 3.332  -0.066
C -3.497 3.333 4.447  -0.106
H -0.119 -1.872 5.014  0.105
C 1.317 1.991 7.495  -0.103
C -1.888 -2.944 4.475  -0.107
H -2.505 5.081 -6.291  0.092
C -5.593 3.867 -1.175  -0.108
C 3.177 -1.813 0.109  -0.713
H -4.713 -2.993 -0.934  0.062
C -0.435 6.441 -1.124  -0.117
C -0.169 1.415 -4.127  -0.792
H 7.907 -1.200 2.336  0.102
C 0.406 4.879 -3.797  -0.112
N -3.035 -0.150 0.142  0.047
C -2.406 -3.692 -2.227  -0.124
H -3.731 -3.780 3.749  0.096
C -1.513 -0.611 3.981  -0.402

Kohn-Sham gap: 4.203 eV
net charge: -2
LUMO energy: 3.290 eV